(1)
DFT (wB97M-V/def2-TZVPD) results for an isolated molecule of C6H12N2.

Last column: natural (NBO) charge in e.
Geometry (Å):
C 2.7835 0.2393 -0.2626  -0.61
C 1.4390 0.2146 0.4727  -0.09
C 0.4970 -0.9070 0.0718  -0.40
C -0.8287 -0.5547 0.7127  -0.51
C -1.5988 0.1527 -0.2255  0.18
N -2.9541 0.0536 -0.2489  -0.45
C -3.5877 0.4259 -1.2936  0.01
N 1.6675 0.0378 1.8689  -0.71
H 3.3200 1.1680 -0.0752  0.21
H 2.6946 0.1080 -1.3464  0.20
H 3.4151 -0.5762 0.0938  0.22
H 0.8897 1.1605 0.2803  0.16
H 0.9324 -1.7991 0.5294  0.24
H 0.4694 -1.1350 -0.9933  0.20
H -1.4707 -1.3639 1.0689  0.25
H -1.2095 0.6766 -1.1021  0.16
H -3.0414 0.7864 -2.1727  0.15
H -4.6615 0.3280 -1.3133  0.19
H -0.5298 0.0235 1.6440  0.29
H 1.7742 0.9611 2.2911  0.31

- LUMO energy: -2.1863 eV
- ΔE to the lowest compared entry with this formula, charge and spin: 131.8 kcal per mole
- Highest occupied orbital energy: -6.68 eV
- E_tot: -345.117863 a.u.

***

(2)
DFT (wB97M-V/def2-TZVPD) results for a cluster of 2 separate species, C6H12N2 in total.

Last column: natural (NBO) charge in e.
Geometry (Å):
C 2.6864 0.0674 0.3435  -0.64
C 1.5665 -0.6541 -0.2106  0.07
C 1.2757 -1.9885 -0.1677  -0.09
N 0.0463 -2.2116 -0.7492  -0.54
C -0.2529 -0.9957 -1.3735  0.15
N 0.6799 -0.1267 -1.1171  -0.45
H 3.4854 0.2937 -0.3958  0.22
H 3.2505 -0.4668 1.1342  0.22
H 2.4552 1.0613 0.7385  0.23
H 1.8517 -2.8800 0.1088  0.21
H -0.4147 -3.0951 -0.8655  0.42
H -1.0628 -0.6167 -1.9511  0.21
C -1.3590 1.5659 0.1336  -0.60
C -2.6431 1.3273 0.9496  -0.63
H -1.1549 2.6484 0.1278  0.19
H -0.4729 1.1522 0.6020  0.21
H -1.3795 1.2691 -0.9032  0.20
H -3.4396 1.1106 0.2386  0.21
H -2.7407 2.0606 1.7260  0.21
H -2.3776 0.4788 1.6310  0.20

- LUMO energy: 0.9120 eV
- ΔE to the lowest compared entry with this formula, charge and spin: 27.7 kcal per mole
- Highest occupied orbital energy: -8.45 eV
- E_tot: -345.283682 a.u.

***

(3)
DFT (wB97M-V/def2-TZVPD) results for an isolated molecule of C6H12N2.

Last column: natural (NBO) charge in e.
Geometry (Å):
C -0.2979 1.6800 0.7026  -0.63
C -0.9430 0.7114 -0.2593  -0.40
C -0.5587 -0.7951 -0.2429  -0.02
C -1.0940 -1.5327 0.9410  -0.61
C -1.0332 -1.3921 -1.4312  0.26
N -1.0335 -1.9566 -2.4377  -0.31
N 1.0743 -0.9505 -0.2875  -0.57
C 1.7895 -0.1663 -1.3007  -0.43
H -0.8453 1.6816 1.7299  0.22
H -0.2475 2.5712 0.1076  0.23
H 0.7378 1.3957 1.0016  0.22
H -2.0312 0.8670 -0.2226  0.22
H -0.6898 0.9010 -1.3051  0.21
H -2.2704 -1.6484 0.8972  0.22
H -0.5805 -2.4966 0.9779  0.22
H -0.9922 -1.0703 1.9311  0.23
H 0.9351 -1.9457 -0.6656  0.35
H 1.8950 0.7499 -0.9016  0.19
H 2.8004 -0.5771 -1.3387  0.21
H 1.4810 -0.1312 -2.3899  0.19

- LUMO energy: 0.8414 eV
- ΔE to the lowest compared entry with this formula, charge and spin: 48.2 kcal per mole
- Highest occupied orbital energy: -9.84 eV
- E_tot: -345.251051 a.u.

***

(4)
DFT (wB97M-V/def2-TZVPD) results for a cluster of 2 separate species, C6H12N2 in total.

Last column: natural (NBO) charge in e.
Geometry (Å):
C -0.8762 0.1255 -2.0466  -0.64
C -0.0586 -0.5358 -0.8993  0.09
C 1.2697 -0.4474 -0.5206  -0.10
N 1.4420 -1.3876 0.4635  -0.56
C 0.1414 -1.9552 0.7584  0.16
N -0.7277 -1.4518 -0.0336  -0.46
H -1.9810 0.4317 -1.8157  0.23
H -0.9665 -0.6113 -2.7959  0.22
H -0.3846 1.0653 -2.3115  0.22
H 1.9879 0.2641 -0.7828  0.22
H 2.2745 -1.8775 0.7847  0.42
H -0.1260 -2.6113 1.6149  0.21
C -0.7348 1.6509 1.4340  -0.63
C -0.2163 2.8578 0.6433  -0.61
H -0.2603 0.6073 1.3808  0.22
H -1.0084 1.9251 2.4372  0.20
H -1.6193 1.2738 1.0115  0.21
H -0.3709 2.6538 -0.3740  0.20
H 0.9100 2.8135 0.6315  0.20
H -0.6072 3.7654 0.9951  0.21

- LUMO energy: 0.9724 eV
- ΔE to the lowest compared entry with this formula, charge and spin: 31.3 kcal per mole
- Highest occupied orbital energy: -8.62 eV
- E_tot: -345.278014 a.u.

***

(5)
DFT (wB97M-V/def2-TZVPD) results for a cluster of 2 separate species, C6H12N2 in total.

Last column: natural (NBO) charge in e.
Geometry (Å):
C 2.0606 -0.9538 -1.4628  -0.64
C 1.8687 0.4123 -0.8790  0.10
C 1.2969 1.4954 -1.4900  -0.13
N 1.0978 2.4320 -0.5107  -0.52
C 1.5519 1.8982 0.6433  0.16
N 2.0313 0.6964 0.4543  -0.46
H 2.7901 -0.9674 -2.2871  0.22
H 1.1035 -1.1598 -1.9522  0.22
H 2.3364 -1.7196 -0.7524  0.23
H 1.0318 1.6853 -2.5129  0.21
H 0.6820 3.3348 -0.6515  0.42
H 1.5207 2.3415 1.6224  0.20
C -1.8911 -1.5999 1.5716  -0.62
C -2.9869 -0.8200 0.8608  -0.61
H -1.0592 -1.7935 0.9007  0.21
H -1.3991 -0.9536 2.3036  0.20
H -2.1643 -2.4829 2.1470  0.21
H -2.5711 -0.2445 0.0326  0.21
H -3.5291 -0.1576 1.5425  0.20
H -3.7707 -1.4433 0.4200  0.20

- LUMO energy: 0.8579 eV
- ΔE to the lowest compared entry with this formula, charge and spin: 6.7 kcal per mole
- Highest occupied orbital energy: -8.53 eV
- E_tot: -345.317240 a.u.

***

(6)
DFT (wB97M-V/def2-TZVPD) results for a structure of composition C6H12N2.

Last column: natural (NBO) charge in e.
Geometry (Å):
C -0.9490 -0.2604 -0.5066  0.03
C 0.4279 -0.3913 -1.3565  -0.35
C 1.5825 -0.7674 -0.1222  -0.43
C 0.7776 -0.3441 1.2466  -0.41
C -0.3487 0.6584 0.4683  0.10
C -1.7509 0.9777 -0.0163  -0.44
H -1.5523 -1.1895 1.1984  0.33
H -0.8103 -2.2913 -0.3159  0.38
H 0.4066 -1.2510 -1.9826  0.19
H 0.4500 0.5361 -1.8658  0.24
H 1.9001 -1.8515 -0.2654  0.21
H 2.5499 -0.2340 -0.3506  0.24
H 0.2266 -1.0980 1.7898  0.21
H 1.2094 0.2728 2.1614  0.23
H 1.1548 2.0772 0.6533  0.36
H -0.1186 2.4620 -0.6998  0.34
H -2.4106 0.6204 0.6964  0.22
H -2.0625 1.9596 -0.4049  0.24
N -1.4759 -1.4762 -0.0315  -0.82
N 0.7934 1.5906 -0.2961  -0.87

- LUMO energy: 0.8177 eV
- ΔE to the lowest compared entry with this formula, charge and spin: 195.0 kcal per mole
- Highest occupied orbital energy: -8.17 eV
- E_tot: -345.017095 a.u.

***

Question: What is the highest occupied orbital energy in the fourth record?
Answer: -8.62 eV

***

Question: The highest E_tot belongs to which entry?
Answer: number 6